# 1
The following is a quantum chemistry calculation of C22H35NO2P2S2Ti as an isolated structure at a distorted geometry, from the Open Molecules 2025 dataset.

Structure (XYZ):
```
65
Properties=species:S:1:pos:R:3:forces:R:3
P 2.80765 0.20220 -3.96015 -0.233 0.671 -0.999
P 0.58381 -3.01629 -3.88761 -2.099 0.447 -0.285
C 2.86840 -1.37390 -4.84816 0.109 -0.612 -0.150
C 1.48718 -2.01797 -5.08975 0.364 -0.161 -0.956
H 3.55461 -2.05958 -4.34092 -0.055 0.078 0.099
H 3.34467 -1.14223 -5.80895 -0.211 -0.241 -0.075
H 0.79566 -1.25032 -5.46374 -0.109 -0.479 0.154
H 1.60248 -2.76055 -5.90047 -0.012 0.350 0.008
C 1.60020 -4.32754 -3.33034 0.950 -1.020 -0.255
H 1.26150 -4.74595 -2.38277 -0.009 0.205 -0.002
H 2.62938 -3.97659 -3.26167 0.121 -0.364 0.128
H 1.47866 -5.08880 -4.10709 0.569 -0.192 0.244
C -0.76732 -3.76354 -4.79248 -0.003 -0.627 -0.895
H -0.29849 -4.53230 -5.41242 -0.300 -0.423 -0.243
H -1.29930 -3.00112 -5.39198 0.481 -0.653 0.423
H -1.48819 -4.21329 -4.07564 0.557 0.329 -0.486
C 4.48815 0.88010 -4.26856 0.249 -0.334 0.280
H 4.67857 1.77386 -3.65129 -0.108 -0.367 -0.306
H 4.55755 1.13634 -5.32760 0.184 0.024 0.072
H 5.23780 0.09923 -4.02317 -0.340 0.501 -0.136
C 1.77995 1.19022 -5.15663 0.027 -0.020 0.175
H 0.77964 0.76394 -5.25212 0.030 0.061 0.110
H 2.25874 1.18533 -6.13159 0.113 -0.209 -0.198
H 1.66631 2.23858 -4.85787 0.138 -0.571 -0.278
Ti 2.38500 0.52897 -1.59090 -1.984 -0.166 1.572
C -3.58938 -2.01264 -0.78383 0.692 -1.199 -0.003
C -2.95898 -3.19237 -0.58990 -1.142 0.666 0.155
C -1.65440 -3.64986 -1.17876 0.377 -0.308 0.706
C -0.61166 -2.52347 -1.31383 0.816 0.060 -0.308
C -0.29058 -2.03580 -2.73043 -0.298 2.672 1.562
C -1.43549 -1.54459 -3.51370 1.551 1.578 -1.631
C -2.85173 -1.67407 -3.20165 -0.911 0.321 0.135
C -3.30168 -1.03839 -1.86751 -0.445 1.188 -0.347
C 2.06124 2.40044 -2.31527 -0.363 0.313 -0.362
H -4.46279 -1.76843 -0.20150 -0.208 -0.319 0.296
H -3.43996 -3.92986 0.05917 0.188 0.357 0.129
H -1.82326 -4.27099 -2.07186 0.158 0.380 -0.031
H -1.22730 -4.36043 -0.44508 -0.252 0.163 -0.268
H -0.94426 -1.60920 -0.80106 -0.074 -0.518 -0.009
H 0.33682 -2.79676 -0.82077 -0.288 -0.160 0.001
H 0.42811 -1.15032 -2.61589 -0.237 -0.491 0.323
H -1.19256 -0.59952 -4.04021 -0.214 -0.358 0.389
H -3.30332 -2.67502 -3.23638 0.203 -0.342 0.049
H -3.39237 -1.15810 -4.01422 0.190 0.001 0.245
H -2.62565 -0.20781 -1.56802 -0.243 -0.760 -0.176
H -4.24197 -0.50223 -2.08216 0.004 -0.194 0.253
H 1.70070 2.62775 -3.33380 0.463 0.358 1.230
H 3.04512 2.81488 -2.06226 0.003 0.476 -0.192
H 1.33084 2.72282 -1.57192 0.013 0.422 -0.035
O -1.71513 0.22682 0.46164 0.727 0.386 -0.837
S -0.64083 1.19265 0.38470 1.758 -0.152 1.365
O -0.88003 2.47739 -0.23508 0.123 -0.897 -0.183
N 0.93134 0.55884 -0.11355 -1.545 -0.124 -1.227
C 1.84494 0.55090 0.92652 -0.769 0.186 -0.539
S 3.48166 0.26565 0.39595 1.083 -0.324 0.960
C 1.28962 0.95768 2.16786 0.543 0.310 0.333
C 1.87868 0.97299 3.44943 0.073 0.106 -0.817
C 1.09908 1.32910 4.52293 0.934 -0.150 1.198
C -0.25522 1.58581 4.40654 -1.613 0.352 -0.324
C -0.86299 1.58446 3.13966 0.746 -0.095 0.084
C -0.04612 1.34337 2.03612 -0.777 -0.077 0.657
H 2.93076 0.71773 3.51948 -0.104 0.046 0.262
H 1.56365 1.38070 5.52338 -0.293 -0.103 -0.603
H -0.89019 1.78700 5.28809 0.594 -0.124 -0.525
H -1.92979 1.72702 3.00495 0.112 0.128 0.085
```
Forces are in eV/Å.

Its expectation value of S² is 2.029. Its HOMO energy (alpha / beta) is -4.8 / -4.8 eV. As for the multiplicity: 3. For the energy above the lowest of the compared OMol25 structures with the same formula, charge and spin, the calculation gives 394.2 kJ/mol.

# 2
The following is a quantum chemistry calculation of C22H35NO4P2Sn as an isolated structure at a distorted geometry, from the Open Molecules 2025 dataset.

Structure (XYZ):
```
65
Properties=species:S:1:pos:R:3:forces:R:3
P 0.19574 -2.06538 -0.05445 0.359 1.377 -0.383
P -0.11410 1.25563 0.09979 -0.639 0.128 -1.309
C -0.19357 -1.04944 -1.51849 -0.298 -0.713 -0.279
C 0.35013 0.37235 -1.45059 0.397 0.216 0.411
H -1.28922 -1.05057 -1.62596 0.242 -0.020 -0.093
H 0.22278 -1.60463 -2.37585 -0.269 0.415 -0.075
H 1.44987 0.37900 -1.49960 -0.234 0.017 -0.063
H -0.01998 0.98765 -2.28993 0.140 -0.260 0.162
C -1.75929 1.88867 -0.14641 -0.671 0.419 -0.018
H -2.02722 2.53541 0.70191 0.010 -0.192 -0.200
H -2.51180 1.09432 -0.22905 0.177 0.171 -0.019
H -1.75590 2.48791 -1.07296 -0.060 -0.188 0.302
C 0.97345 2.62430 0.27576 0.706 0.826 0.340
H 0.92778 3.21917 -0.65161 0.032 -0.162 0.274
H 2.00793 2.30403 0.45316 -0.214 0.109 -0.066
H 0.64610 3.24540 1.11974 0.114 -0.091 -0.178
C -0.90379 -3.42270 -0.00327 -0.714 -1.081 -0.268
H -0.66174 -4.14182 0.79256 -0.028 0.251 -0.256
H -0.77371 -3.90464 -0.98328 -0.261 -0.237 0.241
H -1.94866 -3.10423 0.09654 0.218 -0.080 -0.024
C 1.85030 -2.65358 -0.20694 0.882 -0.685 -0.342
H 2.60151 -1.85416 -0.17783 -0.212 -0.163 -0.067
H 1.90429 -3.17405 -1.17662 0.285 0.029 0.289
H 2.06803 -3.36891 0.59979 -0.004 0.174 -0.252
Sn -0.05945 -0.45531 1.89205 -0.178 -0.077 2.088
C 0.55685 1.29974 -5.48814 -0.267 0.288 0.525
C -0.75898 1.34248 -5.23596 0.465 0.224 0.159
C -1.87648 0.53422 -5.82168 -0.241 -0.351 -0.096
C -1.49114 -0.79055 -6.52420 -0.503 0.229 -0.372
C -0.77904 -1.75208 -5.62002 0.254 -0.342 0.518
C 0.52577 -1.81339 -5.31919 -0.512 -0.234 0.105
C 1.66393 -0.96869 -5.80379 0.254 0.348 -0.087
C 1.30519 0.40196 -6.42801 0.529 -0.201 -0.347
C 0.01785 -1.99755 3.33056 -0.601 0.158 0.258
H 1.19172 2.00264 -4.92478 -0.308 -0.235 -0.247
H -1.09656 2.09522 -4.51142 0.122 -0.118 -0.222
H -2.45712 1.15328 -6.52625 0.189 -0.123 0.201
H -2.57571 0.29736 -5.00084 0.106 0.055 -0.219
H -2.43535 -1.26307 -6.86047 0.495 0.227 0.121
H -0.91988 -0.57694 -7.43472 -0.214 -0.145 0.280
H -1.43511 -2.49072 -5.13164 0.331 0.267 -0.214
H 0.83490 -2.61479 -4.63512 -0.114 0.124 -0.221
H 2.27248 -1.53873 -6.52622 -0.193 0.115 0.204
H 2.33093 -0.79019 -4.94198 -0.085 -0.028 -0.217
H 2.26141 0.89526 -6.69283 -0.496 -0.232 0.079
H 0.77086 0.25259 -7.37303 0.200 0.124 0.301
H 0.69035 -1.63739 4.10917 -0.131 0.000 -0.067
H 0.34096 -2.94416 2.93098 -0.052 -0.318 -0.221
H -1.00275 -2.03780 3.70076 -0.052 -0.381 0.411
O -1.66761 1.20924 3.75095 2.638 -0.871 -0.495
C -0.48733 1.11063 4.18588 -1.446 0.481 0.452
O 0.54506 0.70449 3.46656 0.109 0.802 -0.551
C -0.15799 1.36988 5.61178 0.036 -0.190 1.251
C -1.18645 1.74978 6.50142 -0.102 -0.020 -0.931
C -0.97570 1.84691 7.85824 1.141 -0.167 1.003
C 0.30391 1.54973 8.38994 -0.437 -0.115 -1.837
C 1.34782 1.16577 7.51746 -0.552 0.279 1.017
C 1.11362 1.07510 6.15960 -0.536 0.116 -0.758
N 0.53021 1.60247 9.83531 0.433 0.078 2.865
O -0.43920 1.93144 10.56745 2.411 -0.815 -1.990
O 1.67856 1.30468 10.25661 -2.848 0.742 -1.187
H -2.18627 1.95904 6.11398 0.376 -0.088 0.042
H -1.77980 2.13257 8.52325 0.095 -0.019 0.021
H 2.32441 0.92871 7.91828 -0.089 0.042 0.081
H 1.92221 0.75647 5.50363 -0.185 0.113 0.171
```
Forces are in eV/Å.

As for the total charge: +2. Its HOMO energy is -13.7 eV. As for the multiplicity: 1. For the energy above the lowest of the compared OMol25 structures with the same formula, charge and spin, the calculation gives 0.0 kJ/mol.

# 3
The following is a quantum chemistry calculation of C22H36AsN3PS9Tc as an isolated structure, from the Open Molecules 2025 dataset.

Structure (XYZ):
```
73
Properties=species:S:1:pos:R:3:forces:R:3
Tc -0.29223 0.35675 0.21676 0.035 0.063 -0.014
S 2.20954 -5.34267 -2.60331 -0.039 -0.018 0.052
C 2.42009 -3.84053 -1.98950 0.093 0.033 -0.120
S 3.76388 -3.37449 -1.00767 -0.038 0.006 0.040
C 3.37717 -1.66906 -0.80818 0.026 -0.027 -0.075
C 2.18900 -1.27334 -1.45694 0.007 -0.003 0.029
S 1.54665 0.31079 -1.50498 -0.007 -0.054 0.004
S 1.34694 -2.52061 -2.30900 0.015 0.004 0.019
S 4.40069 -0.70728 0.08643 0.026 -0.002 -0.013
S -4.15443 -2.32223 1.74930 -0.008 -0.015 0.024
As -2.16528 -1.74698 2.00539 0.026 0.028 -0.043
S -1.01570 -1.77431 0.03032 -0.063 -0.047 0.000
S -1.83636 0.49686 1.93782 -0.086 0.001 0.062
S -1.07489 -2.63036 3.56273 -0.019 -0.051 -0.001
C -0.46707 2.03195 -3.73881 -0.003 -0.010 0.006
C -1.77826 1.56009 -3.10271 -0.004 0.003 -0.011
C -2.94678 2.24412 -3.82020 0.016 -0.010 0.022
C -1.89508 0.04475 -3.31738 -0.001 -0.022 0.003
P -1.83029 1.77066 -1.22663 0.019 -0.049 0.004
C -3.62240 1.63230 -0.91100 -0.003 0.017 -0.001
C -4.51529 2.69740 -1.05004 -0.002 -0.014 -0.031
C -5.87287 2.51483 -0.84959 0.003 0.001 -0.006
C -6.36266 1.25748 -0.51631 -0.004 -0.003 0.001
C -5.48851 0.19328 -0.37886 0.008 0.005 -0.005
C -4.12578 0.38116 -0.57053 0.004 -0.002 -0.006
C -1.30249 3.50630 -0.70600 -0.001 -0.001 0.015
C 0.21006 3.39394 -0.46243 -0.004 -0.009 -0.051
C -1.96429 3.84132 0.63680 -0.006 0.003 0.037
C -1.55803 4.66946 -1.66906 -0.002 -0.024 0.009
H -0.48064 1.73524 -4.79214 -0.004 0.002 -0.001
H 0.40354 1.56464 -3.28638 -0.021 0.016 0.002
H -0.34714 3.11292 -3.71269 0.002 0.037 0.005
H -2.82659 2.08312 -4.89561 0.001 -0.001 0.000
H -2.97266 3.32054 -3.64865 0.006 0.034 0.014
H -3.90741 1.82586 -3.52380 0.000 0.002 0.010
H -1.94504 -0.15669 -4.39155 0.004 -0.002 -0.001
H -2.79506 -0.36414 -2.85463 0.001 -0.006 -0.007
H -1.03217 -0.47849 -2.90385 -0.017 0.000 -0.003
H -4.16093 3.67987 -1.32579 0.010 0.014 -0.015
H -6.54847 3.35496 -0.95495 -0.001 0.001 0.000
H -7.42368 1.11500 -0.35198 -0.001 0.000 -0.001
H -5.83472 -0.78725 -0.08254 -0.004 0.004 0.000
H -3.45938 -0.46040 -0.42775 0.005 0.001 0.008
H 0.43551 2.68338 0.34634 -0.002 0.001 0.034
H 0.60229 4.36107 -0.13308 0.003 -0.007 0.017
H 0.76503 3.08358 -1.34761 0.005 0.012 -0.025
H -1.85629 3.03157 1.35839 -0.006 -0.006 0.007
H -3.02831 4.04660 0.53335 0.030 0.011 0.014
H -1.48184 4.73533 1.04481 0.002 -0.002 0.002
H -1.06307 4.54511 -2.62791 0.014 -0.009 -0.032
H -1.16047 5.58095 -1.21140 -0.002 -0.002 0.001
H -2.61699 4.84032 -1.85285 -0.026 -0.017 -0.006
C 2.88740 -1.27011 4.56488 -0.034 -0.001 0.003
N 2.13374 -1.34822 3.33403 0.010 0.046 -0.042
C 2.23685 -2.59673 2.59912 0.011 -0.040 -0.010
C 1.46806 -0.29800 2.80607 -0.102 -0.082 0.140
N 1.26525 -0.21704 1.51258 0.044 0.113 -0.083
N 1.08385 0.69507 3.65700 0.020 -0.009 -0.060
C 0.36264 0.39538 4.88199 0.061 0.012 0.060
C 0.97738 2.05864 3.18956 0.033 0.011 0.002
H 3.89238 -1.66495 4.39506 -0.004 -0.001 -0.002
H 2.41484 -1.85598 5.35883 -0.003 0.001 0.005
H 2.97087 -0.23637 4.88820 -0.009 0.019 0.005
H 2.24879 -3.42102 3.31225 -0.011 0.007 0.009
H 3.15257 -2.63024 1.99761 -0.013 -0.006 0.019
H 1.35640 -2.72789 1.97201 0.017 0.010 -0.013
H 1.89440 -0.83582 1.01655 0.025 0.029 0.014
H 0.29700 -0.67946 5.02154 -0.007 -0.001 -0.007
H -0.66222 0.76512 4.79510 0.005 0.004 -0.006
H 0.84831 0.86596 5.74346 0.000 0.005 0.005
H 1.62788 2.19843 2.32783 -0.008 0.002 -0.008
H 1.30976 2.72649 3.98999 -0.005 -0.001 -0.002
H -0.04860 2.32257 2.91963 -0.019 -0.004 -0.006
```
Forces are in eV/Å.

As for the total charge: -1. Its expectation value of S² is 3.796. Its HOMO energy (alpha / beta) is -4.5 / -4.7 eV. As for the multiplicity: 4. For the energy above the lowest of the compared OMol25 structures with the same formula, charge and spin, the calculation gives 26.7 kJ/mol.

> What is the formula in the first record?

C22H35NO2P2S2Ti